# 1
{
  "formula": "C38H53ClI2IrN6O4",
  "method": "ωB97M-V with the def2-TZVPD basis set",
  "symbols": ["Ir", "C", "C", "C", "C", "C", "C", "C", "C", "C", "C", "C", "C", "C", "C", "C", "C", "N", "C", "C", "C", "N", "C", "C", "C", "N", "C", "C", "C", "C", "C", "C", "C", "C", "C", "C", "C", "C", "N", "C", "C", "H", "H", "H", "H", "H", "H", "H", "H", "H", "H", "H", "H", "H", "H", "H", "H", "H", "H", "H", "H", "H", "H", "H", "H", "H", "H", "H", "H", "H", "H", "H", "H", "H", "H", "H", "H", "H", "H", "H", "H", "H", "H", "H", "H", "O", "Cl", "O", "O", "O", "I", "I", "N", "C", "C", "N", "H", "H", "H", "H", "H", "H", "H", "H", "H"],
  "positions_angstrom": [[0.083, 0.193, 0.105], [-4.628, 3.496, -2.374], [-4.905, 2.526, -1.214], [-3.846, 1.488, -1.145], [-3.831, 0.251, -1.733], [-4.894, -0.368, -2.570], [-5.708, -1.432, -1.824], [-2.547, -0.344, -1.400], [-2.155, -1.597, -1.797], [-0.905, -2.187, -1.548], [-0.538, -3.486, -2.003], [-1.424, -4.433, -2.725], [-1.341, -4.224, -4.246], [0.802, -3.652, -1.664], [1.193, -2.445, -1.000], [2.478, -2.199, -0.495], [2.873, -1.043, 0.134], [2.100, 0.069, 0.345], [2.905, 0.989, 0.966], [2.542, 2.278, 1.281], [1.260, 2.835, 1.093], [0.175, 2.174, 0.571], [-0.863, 3.062, 0.604], [-2.159, 2.813, 0.129], [-2.559, 1.655, -0.497], [-1.797, 0.528, -0.648], [-0.450, 4.298, 1.193], [0.900, 4.148, 1.498], [1.787, 5.098, 2.219], [1.855, 4.754, 3.715], [-1.295, 5.504, 1.383], [-1.342, 6.359, 0.107], [4.207, 0.407, 1.241], [4.190, -0.855, 0.712], [5.251, -1.893, 0.711], [6.029, -1.912, -0.612], [5.292, 1.088, 1.991], [6.130, 1.992, 1.078], [0.140, -1.580, -0.906], [1.684, -4.809, -1.958], [2.588, -4.532, -3.172], [-5.403, 4.256, -2.410], [-4.624, 2.968, -3.324], [-3.661, 3.977, -2.249], [-5.874, 2.051, -1.365], [-4.949, 3.081, -0.275], [-4.445, -0.821, -3.458], [-5.581, 0.414, -2.900], [-5.089, -2.280, -1.545], [-6.509, -1.782, -2.469], [-6.154, -1.012, -0.927], [-2.844, -2.166, -2.399], [-2.456, -4.292, -2.398], [-1.133, -5.459, -2.496], [-1.620, -3.208, -4.520], [-2.010, -4.922, -4.742], [-0.332, -4.411, -4.600], [3.207, -2.987, -0.593], [3.291, 2.920, 1.718], [-2.882, 3.607, 0.230], [1.394, 6.109, 2.117], [2.794, 5.077, 1.800], [0.855, 4.758, 4.144], [2.461, 5.496, 4.228], [2.302, 3.774, 3.884], [-0.888, 6.106, 2.194], [-2.313, 5.215, 1.655], [-0.345, 6.688, -0.170], [-1.956, 7.238, 0.280], [-1.760, 5.798, -0.725], [4.795, -2.870, 0.875], [5.949, -1.710, 1.529], [5.372, -2.081, -1.462], [6.769, -2.707, -0.586], [6.542, -0.966, -0.755], [5.940, 0.342, 2.452], [4.861, 1.691, 2.792], [6.606, 1.405, 0.297], [6.906, 2.488, 1.655], [5.506, 2.747, 0.607], [1.079, -5.694, -2.160], [2.316, -5.027, -1.093], [1.989, -4.372, -4.065], [3.242, -5.384, -3.341], [3.201, -3.648, -3.014], [-1.291, -1.471, 1.704], [-0.391, -2.418, 2.301], [-0.722, -3.718, 1.940], [-0.500, -2.242, 3.737], [0.931, -2.063, 1.931], [-4.357, -0.766, 2.139], [-3.954, -3.278, 1.386], [-0.810, -0.509, 5.678], [-0.644, 0.900, 5.229], [-0.854, 1.020, 3.707], [0.310, 0.679, 2.916], [-0.239, -0.731, 6.500], [-0.562, -1.183, 4.891], [-1.786, -0.724, 5.898], [0.365, 1.226, 5.482], [-1.351, 1.532, 5.766], [-1.123, 2.049, 3.464], [-1.684, 0.386, 3.395], [0.659, -0.258, 3.074], [1.063, 1.334, 3.096]],
  "charge": 2,
  "e_lumo_ev": [-8.37, -8.43],
  "homo_lumo_gap_ev": [4.0, 4.0],
  "multiplicity": 2,
  "e_homo_ev": [-12.336, -12.384],
  "s_squared": 0.787,
  "energy_ha": -3268.4754
}


# 2
{
  "formula": "C38H53F5N6OOsTe",
  "method": "ωB97M-V with the def2-TZVPD basis set",
  "symbols": ["Os", "C", "C", "C", "C", "C", "C", "C", "C", "C", "C", "C", "C", "C", "C", "C", "C", "N", "C", "C", "C", "N", "C", "C", "C", "N", "C", "C", "C", "C", "C", "C", "C", "C", "C", "C", "C", "C", "N", "C", "C", "H", "H", "H", "H", "H", "H", "H", "H", "H", "H", "H", "H", "H", "H", "H", "H", "H", "H", "H", "H", "H", "H", "H", "H", "H", "H", "H", "H", "H", "H", "H", "H", "H", "H", "H", "H", "H", "H", "H", "H", "H", "H", "H", "H", "N", "C", "C", "N", "H", "H", "H", "H", "H", "H", "H", "H", "H", "F", "Te", "F", "F", "F", "F", "O"],
  "positions_angstrom": [[0.344, -0.360, -0.143], [-0.119, -7.684, 0.876], [0.644, -6.483, 0.296], [-0.048, -5.186, 0.483], [-0.446, -4.566, 1.746], [-0.092, -5.020, 3.108], [1.332, -4.538, 3.431], [-1.052, -3.154, 0.201], [-1.912, -2.192, -0.285], [-2.193, -1.196, 0.722], [-3.263, -0.730, 1.514], [-4.692, -1.111, 1.359], [-5.195, -1.056, -0.082], [-2.682, 0.040, 2.531], [-1.255, 0.038, 2.309], [-0.201, 0.574, 3.035], [1.126, 0.399, 2.625], [1.487, -0.149, 1.421], [2.845, -0.224, 1.347], [3.490, -0.794, 0.249], [2.852, -1.532, -0.756], [1.532, -1.924, -0.710], [1.390, -2.914, -1.674], [0.521, -3.989, -1.611], [-0.296, -4.204, -0.474], [-1.005, -3.402, 1.558], [2.600, -2.977, -2.482], [3.510, -2.135, -1.888], [4.940, -1.887, -2.226], [5.845, -2.934, -1.570], [2.728, -3.914, -3.635], [3.494, -3.400, -4.852], [3.397, 0.340, 2.547], [2.322, 0.689, 3.359], [2.361, 1.244, 4.729], [2.256, 2.778, 4.704], [4.828, 0.620, 2.783], [5.143, 2.001, 2.178], [-1.019, -0.720, 1.208], [-3.356, 0.703, 3.664], [-3.276, -0.161, 4.934], [0.327, -8.599, 0.497], [-1.166, -7.664, 0.581], [-0.063, -7.715, 1.958], [0.795, -6.651, -0.773], [1.632, -6.436, 0.768], [-0.144, -6.105, 3.200], [-0.789, -4.570, 3.817], [2.064, -5.084, 2.839], [1.540, -4.718, 4.481], [1.441, -3.474, 3.225], [-2.361, -2.214, -1.266], [-5.307, -0.457, 1.977], [-4.813, -2.132, 1.737], [-5.213, -0.029, -0.438], [-6.210, -1.441, -0.124], [-4.575, -1.649, -0.751], [-0.399, 1.111, 3.949], [4.564, -0.709, 0.199], [0.717, -4.827, -2.263], [5.235, -0.893, -1.884], [5.074, -1.931, -3.306], [5.744, -2.912, -0.487], [6.882, -2.737, -1.824], [5.586, -3.927, -1.926], [1.727, -4.188, -3.972], [3.215, -4.829, -3.281], [3.146, -2.411, -5.139], [3.317, -4.077, -5.682], [4.564, -3.370, -4.679], [3.287, 0.954, 5.227], [1.527, 0.848, 5.308], [3.111, 3.209, 4.191], [2.240, 3.147, 5.725], [1.350, 3.102, 4.198], [5.456, -0.141, 2.317], [5.047, 0.646, 3.850], [4.834, 2.046, 1.137], [6.208, 2.198, 2.243], [4.615, 2.786, 2.712], [-4.404, 0.876, 3.417], [-2.879, 1.668, 3.856], [-3.751, -1.125, 4.762], [-3.796, 0.348, 5.740], [-2.242, -0.322, 5.225], [2.451, 2.983, -3.071], [2.212, 1.900, -4.061], [0.947, 1.068, -3.768], [0.987, 0.533, -2.405], [3.289, 3.524, -3.301], [2.555, 2.632, -2.091], [1.653, 3.637, -3.016], [3.080, 1.237, -4.040], [2.135, 2.339, -5.056], [0.897, 0.256, -4.497], [0.047, 1.675, -3.876], [0.766, 1.349, -1.830], [1.957, 0.272, -2.223], [2.134, 4.236, -0.259], [0.625, 2.848, 0.438], [0.396, 3.180, -1.573], [2.342, 1.674, -0.537], [-0.404, 2.921, 2.282], [-0.601, 4.285, 0.272], [-0.490, 1.435, -0.025]],
  "charge": 2,
  "e_lumo_ev": [-8.82, -8.84],
  "homo_lumo_gap_ev": [3.8, 3.8],
  "de_lowest_kj_mol": 332.1,
  "e_homo_ev": [-12.604, -12.593],
  "energy_ha": -2740.9222
}


# 3
{
  "formula": "C38H53FeN4O2P2S",
  "method": "ωB97M-V with the def2-TZVPD basis set",
  "symbols": ["Fe", "O", "P", "C", "P", "O", "C", "C", "C", "C", "C", "C", "C", "C", "C", "C", "C", "C", "C", "C", "C", "C", "C", "C", "C", "C", "C", "C", "C", "C", "H", "H", "H", "H", "H", "H", "H", "H", "H", "H", "H", "H", "H", "H", "H", "H", "H", "H", "H", "H", "H", "H", "C", "C", "C", "C", "N", "C", "S", "N", "C", "C", "C", "C", "H", "H", "H", "H", "H", "H", "H", "H", "H", "H", "H", "H", "H", "H", "H", "H", "H", "H", "H", "H", "N", "C", "C", "N", "C", "C", "H", "H", "H", "H", "H", "H", "H", "H", "H", "H", "H"],
  "positions_angstrom": [[0.385, -0.285, -1.167], [0.463, -0.618, 0.652], [-0.052, -1.657, 1.705], [-0.428, -3.182, 0.803], [-1.320, -2.882, -0.756], [-0.379, -1.909, -1.566], [-2.879, -2.121, -0.425], [-3.195, -0.875, -0.967], [-4.441, -0.317, -0.736], [-5.373, -1.003, 0.031], [-5.063, -2.245, 0.575], [-3.821, -2.810, 0.348], [-1.521, -4.434, -1.553], [-0.429, -5.312, -1.646], [-0.581, -6.529, -2.279], [-1.814, -6.877, -2.827], [-2.893, -6.009, -2.747], [-2.755, -4.784, -2.113], [1.204, -1.995, 2.898], [1.758, -0.899, 3.571], [2.729, -1.108, 4.533], [3.142, -2.404, 4.833], [2.585, -3.492, 4.177], [1.612, -3.294, 3.208], [-1.502, -1.077, 2.535], [-2.100, -1.929, 3.469], [-3.165, -1.473, 4.225], [-3.616, -0.166, 4.071], [-3.022, 0.679, 3.144], [-1.959, 0.229, 2.376], [-1.006, -3.874, 1.419], [0.525, -3.654, 0.547], [-2.487, -0.352, -1.596], [-4.697, 0.640, -1.172], [-6.357, -0.579, 0.189], [-5.796, -2.778, 1.166], [-3.592, -3.784, 0.768], [0.535, -5.049, -1.225], [0.250, -7.219, -2.338], [-1.930, -7.831, -3.323], [-3.847, -6.288, -3.174], [-3.598, -4.109, -2.060], [1.416, 0.107, 3.353], [3.157, -0.268, 5.062], [3.895, -2.565, 5.592], [2.902, -4.496, 4.424], [1.171, -4.155, 2.720], [-1.726, -2.935, 3.629], [-3.631, -2.128, 4.949], [-4.423, 0.199, 4.693], [-3.388, 1.692, 3.032], [-1.483, 0.881, 1.651], [-2.898, 5.962, -0.458], [-2.361, 6.523, 0.859], [-0.965, 6.025, 1.236], [-0.936, 4.568, 1.709], [-0.978, 3.585, 0.597], [0.006, 3.005, -0.044], [-0.537, 1.778, -1.231], [1.297, 3.237, 0.060], [2.053, 4.413, 0.573], [2.690, 5.174, -0.584], [3.851, 4.444, -1.277], [3.451, 3.466, -2.388], [-3.779, 6.513, -0.782], [-3.216, 4.915, -0.372], [-2.151, 6.028, -1.252], [-3.063, 6.329, 1.674], [-2.308, 7.609, 0.778], [-0.565, 6.636, 2.047], [-0.302, 6.145, 0.374], [-1.817, 4.364, 2.316], [-0.067, 4.341, 2.323], [-1.903, 3.330, 0.280], [1.865, 2.647, -0.525], [2.818, 4.032, 1.251], [1.393, 5.056, 1.138], [3.054, 6.117, -0.175], [1.915, 5.427, -1.315], [4.464, 3.934, -0.527], [4.494, 5.200, -1.727], [3.015, 2.525, -2.008], [4.323, 3.192, -2.984], [2.722, 3.915, -3.065], [4.171, -1.903, -3.912], [3.555, -0.595, -4.337], [2.201, -0.417, -3.665], [2.288, -0.489, -2.178], [2.921, -1.779, -1.778], [4.293, -1.968, -2.412], [5.089, -2.023, -4.351], [3.590, -2.678, -4.246], [3.456, -0.586, -5.421], [4.253, 0.192, -4.047], [1.501, -1.187, -3.997], [1.793, 0.549, -3.962], [2.885, 0.274, -1.856], [2.243, -2.581, -2.081], [3.023, -1.818, -0.693], [4.731, -2.925, -2.134], [4.981, -1.176, -2.115]],
  "charge": 4,
  "e_lumo_ev": [-9.56, -12.55],
  "homo_lumo_gap_ev": [8.8, 5.8],
  "multiplicity": 6,
  "de_lowest_kj_mol": 21.0,
  "e_homo_ev": [-18.363, -18.364],
  "s_squared": 8.767,
  "energy_ha": -4192.7065
}